Density functional theory data (wB97M-V/def2-TZVPD) for the ion C8H18NO3Si with charge +1 at a distorted geometry.

Each atom is followed by the atoms it is bonded to, with distances in Å.
Atoms and positions in Å:
1 C -2.98 1.20 -3.11  O2 1.394, H14 1.043, H15 1.069, H16 1.107
2 O -1.82 1.33 -2.34  C1 1.394, C3 1.375
3 C -1.71 2.32 -1.40  O2 1.375, C4 1.316, H17 1.084
4 C -0.63 2.32 -0.64  C3 1.316, C5 1.388, H18 1.058
5 C 0.45 1.47 -0.80  C4 1.388, N6 1.616, H19 1.065, H20 1.100
6 N 1.39 0.95 0.41  C5 1.616, C7 1.411, C8 1.495, H21 0.933
7 C 2.09 2.02 1.01  N6 1.411, H22 1.065, H23 1.180, H24 1.115
8 C 0.58 0.16 1.38  N6 1.495, Si9 1.773, H25 1.059
9 Si 0.59 -1.61 1.27  C8 1.773, O10 1.565, O12 1.602
10 O 1.29 -2.06 -0.06  Si9 1.565, C11 1.392
11 C 1.66 -3.20 -0.76  O10 1.392, H26 1.006, H27 1.161, H28 1.066
12 O 0.27 -2.84 2.24  Si9 1.602, C13 1.424
13 C -0.67 -2.86 3.30  O12 1.424, H29 1.170, H30 1.088, H31 1.115
14 H -2.98 0.20 -3.42  C1 1.043
15 H -2.96 1.79 -4.00  C1 1.069
16 H -3.83 1.65 -2.56  C1 1.107
17 H -2.45 3.11 -1.38  C3 1.084
18 H -0.71 3.24 -0.12  C4 1.058
19 H 0.26 0.48 -1.15  C5 1.065
20 H 1.16 1.93 -1.51  C5 1.100
21 H 2.07 0.37 0.12  N6 0.933
22 H 2.90 2.24 0.36  C7 1.065
23 H 1.41 2.92 1.34  C7 1.180
24 H 2.46 1.59 1.97  C7 1.115
25 H 0.01 0.73 2.07  C8 1.059
26 H 2.66 -3.29 -0.80  C11 1.006
27 H 1.15 -3.13 -1.80  C11 1.161
28 H 1.41 -4.13 -0.32  C11 1.066
29 H -0.99 -3.97 3.47  C13 1.170
30 H -1.59 -2.42 2.90  C13 1.088
31 H -0.48 -2.51 4.34  C13 1.115

## Properties
net charge = +1
energy above the lowest of the compared OMol25 structures with the same formula, charge and spin = 1.6596 eV
HOMO energy = -11.796 eV
SMILES = CO/C=C\C[N@@H+](C)C=[Si](OC)OC
electronic energy = -885.23576 Ha